(1)
{
  "formula": "C43H57N3PtSi",
  "method": "ωB97M-V/def2-TZVPD",
  "elements": ["Pt", "C", "C", "C", "C", "C", "C", "C", "C", "C", "C", "C", "C", "H", "H", "H", "H", "H", "H", "H", "H", "H", "H", "H", "H", "H", "H", "H", "H", "H", "H", "C", "C", "C", "C", "N", "N", "H", "H", "H", "H", "H", "H", "H", "H", "H", "H", "H", "H", "C", "C", "C", "C", "C", "C", "Si", "C", "C", "C", "C", "C", "C", "C", "C", "C", "C", "C", "C", "H", "H", "H", "H", "H", "H", "H", "H", "H", "H", "H", "H", "H", "H", "H", "C", "N", "C", "C", "C", "C", "C", "C", "C", "C", "H", "H", "H", "H", "H", "H", "H", "H", "H", "H", "H", "H"],
  "coordinates": [[0.1227, 1.1162, 1.2612], [-3.5511, 1.5251, 2.0992], [-2.2999, 1.4592, 2.9688], [-2.1163, 0.2224, 3.7376], [-3.3282, -0.5246, 4.2807], [-0.8765, 0.0019, 4.3171], [-0.6300, -1.1314, 5.2595], [0.1897, 0.9702, 4.0817], [1.5027, 0.6245, 4.6185], [-0.0790, 2.2141, 3.4372], [0.9218, 3.3952, 3.6588], [-1.3069, 2.4046, 2.7959], [-1.7687, 3.8405, 2.5579], [-3.6271, 0.5526, 1.5849], [-3.4740, 2.3525, 1.4055], [-4.3464, 1.5919, 2.7935], [-3.0115, -1.4904, 4.5305], [-4.1386, -0.6776, 3.5110], [-3.7311, -0.0239, 5.1721], [-1.3064, -1.9401, 5.0804], [-0.7731, -0.7038, 6.2643], [0.3013, -1.5913, 5.1386], [1.6462, 0.8245, 5.6507], [2.3519, 1.1449, 4.1359], [1.7150, -0.5035, 4.5239], [1.8834, 3.0864, 4.0850], [0.4128, 4.0816, 4.3749], [1.0604, 3.9757, 2.7817], [-2.1447, 4.2593, 3.4872], [-2.5919, 3.8658, 1.8066], [-1.0116, 4.5041, 2.1678], [2.0171, -2.2222, -5.2242], [2.4305, -0.8699, -5.8318], [1.2989, -0.4343, -6.8328], [3.8014, -0.8639, -6.5511], [2.4752, 0.1877, -4.8114], [1.7836, 0.0282, -3.6740], [2.3558, -3.0556, -5.8569], [0.9866, -2.2875, -4.9058], [2.6055, -2.5142, -4.3314], [1.4421, -1.0199, -7.7413], [1.4947, 0.6130, -7.1471], [0.3169, -0.7151, -6.4017], [3.8546, -1.7070, -7.2468], [4.6645, -1.1214, -5.8954], [4.0270, 0.0881, -7.1445], [2.8178, 1.1540, -4.9364], [1.0851, -0.7488, -3.5365], [1.5247, 0.9297, -3.2766], [1.7489, -4.4535, 1.5892], [2.0592, -3.1825, 2.0176], [1.2714, -2.1678, 1.6408], [0.1857, -2.3540, 0.7817], [-0.2060, -3.6592, 0.4744], [0.5547, -4.7167, 0.9003], [-1.0416, -0.9731, 0.4567], [-1.1834, -0.6517, -1.3749], [-1.0420, -1.7363, -2.2602], [-1.4073, -1.6664, -3.5874], [-1.8740, -0.5234, -4.2142], [-1.9428, 0.6193, -3.4081], [-1.7496, 0.4939, -2.0218], [-2.6223, -1.6651, 1.0504], [-2.6526, -2.5262, 2.1070], [-3.8593, -3.0856, 2.4966], [-5.0587, -2.7510, 1.8155], [-5.0157, -1.9954, 0.6519], [-3.7590, -1.4780, 0.2862], [2.3529, -5.2901, 1.8657], [2.9330, -3.0734, 2.6208], [1.4265, -1.1895, 2.0394], [-1.1931, -3.8478, 0.1509], [0.1600, -5.7381, 0.8711], [-0.6035, -2.6790, -1.9389], [-1.2826, -2.5740, -4.1656], [-2.0280, -0.5305, -5.3112], [-2.3192, 1.5393, -3.7297], [-1.8851, 1.3178, -1.4092], [-1.7431, -2.8093, 2.6650], [-3.9916, -3.8140, 3.3043], [-6.0165, -3.0525, 2.1111], [-5.9631, -1.7651, 0.2286], [-3.7841, -0.8453, -0.5745], [3.4210, 0.1726, 1.2511], [2.5597, 1.1732, 0.7379], [3.1028, 2.4085, 1.4491], [2.7271, 1.2324, -0.7332], [1.7170, 2.2440, -1.2770], [1.8793, 2.9277, -2.4680], [0.7995, 3.7776, -2.9557], [-0.3172, 3.9354, -2.1409], [-0.4186, 3.3006, -0.8789], [0.5335, 2.3705, -0.5035], [3.3619, 0.0086, 2.3269], [4.5002, 0.4539, 1.0509], [3.3870, -0.8046, 0.7775], [3.9211, 2.8613, 0.8186], [3.6500, 2.1851, 2.3724], [2.3463, 3.1426, 1.5599], [2.4240, 0.2514, -1.0649], [3.7850, 1.4631, -0.9760], [2.7567, 2.7207, -3.0378], [0.9013, 4.1790, -3.9271], [-1.2097, 4.4332, -2.4584], [-1.2732, 3.5201, -0.2753]],
  "total_energy_ha": -2245.04184,
  "gap_ha": [0.2810, 0.2199],
  "total_charge": 2,
  "spin_multiplicity": 5,
  "e_lumo_ev": [-4.26, -7.50],
  "e_homo_ev": [-11.90, -13.48],
  "max_force_ev_per_a": 3.51
}


(2)
{
  "formula": "C43H58NO8P3SSiTa",
  "method": "ωB97M-V/def2-TZVPD",
  "elements": ["Ta", "C", "C", "C", "P", "C", "C", "C", "C", "C", "C", "C", "C", "C", "Si", "C", "C", "C", "C", "C", "C", "P", "C", "C", "C", "C", "C", "C", "C", "C", "C", "C", "C", "C", "P", "C", "C", "C", "C", "C", "C", "H", "H", "H", "H", "H", "H", "H", "H", "H", "H", "H", "H", "H", "H", "H", "H", "H", "H", "H", "H", "H", "H", "H", "H", "H", "H", "H", "H", "H", "H", "H", "H", "H", "H", "H", "H", "H", "H", "H", "H", "H", "H", "H", "H", "H", "H", "H", "H", "H", "H", "H", "H", "H", "H", "O", "S", "O", "O", "O", "O", "C", "O", "C", "C", "C", "C", "C", "C", "N", "O", "O", "H", "H", "H", "H"],
  "coordinates": [[0.9193, -0.8270, -0.0200], [-2.4842, 0.2131, -4.4737], [-1.3482, 0.4652, -3.4717], [-0.0520, 1.1453, -4.1057], [-1.7734, 1.7504, -2.1729], [-1.8263, 3.5047, -2.9694], [-0.4867, 4.2243, -3.0967], [-2.8830, 4.4656, -2.3166], [-3.5173, 1.2437, -1.8684], [-4.7760, 1.5512, -2.3937], [-5.8527, 0.7528, -2.0362], [-5.7231, -0.4229, -1.2822], [-4.4569, -0.7150, -0.7736], [-3.3881, 0.0889, -1.0499], [-1.6465, 0.2333, -0.2489], [-0.9123, -1.6540, 0.9119], [-1.2693, -1.5653, 2.2581], [-0.6367, -2.3911, 3.2407], [0.0788, -3.5182, 2.8787], [0.3965, -3.7094, 1.5354], [-0.0871, -2.8692, 0.5228], [0.1403, -3.4918, -1.1945], [-1.4949, -4.3395, -1.6504], [-1.6570, -4.0829, -3.1590], [-2.6246, -3.8738, -0.8355], [1.2625, -4.9951, -1.2420], [1.2003, -5.7548, -2.5853], [2.6521, -4.4283, -0.8450], [-1.9574, 1.3765, 1.2784], [-3.2745, 1.7539, 1.6051], [-3.4723, 2.5476, 2.7576], [-2.3869, 2.9573, 3.5092], [-1.0493, 2.6267, 3.1375], [-0.8288, 1.8859, 1.9507], [0.8167, 1.4871, 1.2379], [2.0317, 1.3946, 2.7280], [1.4097, 0.4944, 3.7912], [2.5286, 2.8040, 3.1327], [1.3489, 2.8135, -0.0085], [2.8382, 2.6949, -0.4201], [1.0012, 4.1800, 0.5597], [-2.0589, 0.0488, -5.5036], [-3.2424, 0.9983, -4.5338], [-3.0477, -0.6910, -4.2393], [-1.0838, -0.4731, -2.9621], [-0.2604, 2.0028, -4.7692], [0.4413, 0.3820, -4.7535], [0.6065, 1.5180, -3.3631], [-2.1544, 3.2466, -3.9515], [0.3313, 3.6863, -2.6408], [-0.6660, 5.1738, -2.6336], [-0.3030, 4.3887, -4.1790], [-2.6445, 4.6555, -1.2473], [-3.9341, 4.1623, -2.4649], [-2.7626, 5.4719, -2.7815], [-4.9461, 2.3357, -3.1468], [-6.8593, 1.0694, -2.3611], [-6.5392, -1.0900, -1.0914], [-4.3272, -1.5047, -0.0396], [-2.0624, -0.8392, 2.5435], [-0.8631, -2.2495, 4.2656], [0.2601, -4.3102, 3.6194], [1.0645, -4.5639, 1.2162], [-1.4252, -5.4291, -1.5209], [-1.3603, -4.9323, -3.8001], [-1.1264, -3.1831, -3.4844], [-2.7040, -3.9085, -3.4419], [-2.8291, -2.8146, -0.9993], [-2.4223, -3.9881, 0.2330], [-3.5617, -4.3467, -1.2066], [0.9155, -5.6861, -0.4182], [1.2799, -5.1133, -3.4555], [0.2790, -6.3688, -2.6571], [2.0115, -6.4678, -2.7400], [2.6926, -4.0278, 0.1918], [3.0097, -3.6464, -1.5524], [3.3642, -5.2543, -0.9217], [-4.1477, 1.4857, 1.0098], [-4.4862, 2.7304, 3.1421], [-2.4719, 3.4273, 4.4635], [-0.2245, 3.0418, 3.7064], [2.9703, 0.9375, 2.2681], [1.8809, 0.7251, 4.7275], [1.5434, -0.5858, 3.5750], [0.2786, 0.6919, 3.9398], [1.7536, 3.5373, 2.9798], [3.3559, 3.0177, 2.4931], [2.8379, 2.8732, 4.1431], [0.7773, 2.6474, -0.9427], [3.3856, 3.5908, -0.1858], [2.9217, 2.4951, -1.5155], [3.4119, 1.9295, 0.0198], [1.1961, 4.1563, 1.6504], [-0.0838, 4.4254, 0.4771], [1.7018, 5.0115, 0.1576], [-5.6360, 4.6567, 1.3388], [-5.0718, 5.9219, 1.6365], [-5.6648, 6.9879, 2.3396], [1.1626, -0.5037, -1.7724], [-3.7536, 6.2274, 1.1699], [4.3261, -0.3184, -0.2323], [3.8805, -0.9763, 0.6648], [2.6031, -1.4847, 0.7404], [4.7962, -1.4524, 1.7583], [4.2991, -1.9654, 2.9547], [5.1569, -2.4268, 3.9629], [6.5173, -2.6003, 3.6794], [6.9658, -1.9901, 2.4569], [6.1231, -1.5877, 1.4365], [8.2679, -1.4499, 2.3574], [8.9269, -1.2919, 3.4133], [8.6702, -1.0355, 1.2171], [3.2016, -2.0313, 3.0431], [4.8656, -2.6698, 4.9573], [7.3290, -3.0037, 4.3103], [6.6021, -1.4122, 0.4333]],
  "total_energy_ha": -4098.30267,
  "gap_ha": [0.1996, 0.1996],
  "total_charge": 1,
  "spin_multiplicity": 1,
  "e_lumo_ev": [-3.72, -3.72],
  "e_homo_ev": [-9.15, -9.15],
  "max_force_ev_per_a": 6.21
}